1.
Density functional theory data (ωB97M-V/def2-TZVPD) for C20H60Cl3HfN10O6P3 as an isolated structure at a distorted geometry.

The geometry in XYZ format:
```
103
Properties=species:S:1:pos:R:3:forces:R:3
Hf 0.769 0.150 -0.408 -0.327 -2.229 -0.931
Cl -0.107 -1.130 1.846 0.417 0.698 -1.362
Cl 0.282 1.998 -2.553 0.198 -0.994 1.342
Cl 2.606 1.948 0.625 -1.407 -1.139 -0.770
C 0.701 -2.501 -3.036 0.140 1.959 0.465
O 0.799 -1.706 -1.849 -0.008 1.317 1.294
H 0.107 -3.411 -2.956 -0.151 -0.033 0.456
H 0.283 -1.891 -3.837 -0.610 0.101 -0.179
H 1.659 -2.765 -3.485 0.599 -0.278 0.530
O 2.630 -1.194 0.447 1.281 0.012 0.035
P 3.737 -2.071 1.021 -0.699 -1.107 -0.467
N 5.320 -1.883 0.394 -0.967 0.305 -1.284
C 5.766 -0.486 0.203 -0.317 0.134 0.245
C 6.446 -2.796 0.684 -1.160 0.327 0.321
N 3.337 -3.773 0.801 0.681 1.594 2.214
C 2.290 -4.353 1.665 -0.418 0.708 0.303
C 3.431 -4.418 -0.474 0.257 0.333 -1.218
N 3.922 -1.735 2.647 -0.439 -1.475 0.375
C 4.601 -2.659 3.614 0.021 1.358 -0.686
C 3.618 -0.399 3.158 -0.513 -0.058 -0.209
H 5.004 0.213 -0.143 -0.472 -0.510 -0.226
H 6.591 -0.417 -0.506 0.025 -0.322 -0.012
H 6.079 -0.029 1.141 0.394 -0.160 0.327
H 7.216 -2.766 -0.087 -0.188 0.238 -0.181
H 6.071 -3.818 0.745 0.069 0.036 0.173
H 6.886 -2.481 1.630 0.302 -0.287 0.180
H 2.245 -5.438 1.572 0.261 0.037 -0.246
H 2.396 -4.136 2.728 0.624 0.119 -0.006
H 1.296 -3.947 1.474 -0.174 0.006 -0.537
H 3.352 -5.503 -0.405 0.229 -0.039 0.423
H 2.649 -4.125 -1.174 -0.271 0.282 -0.041
H 4.378 -4.161 -0.950 0.056 -0.075 -0.040
H 4.660 -3.684 3.247 -0.114 0.166 0.002
H 5.597 -2.270 3.824 0.386 -0.212 -0.207
H 4.117 -2.590 4.588 -0.500 -0.321 -0.145
H 2.636 -0.073 2.814 -0.044 -0.093 0.039
H 4.315 0.366 2.817 0.255 -0.040 0.124
H 3.605 -0.451 4.246 0.048 0.091 -0.011
O -0.753 1.688 0.852 0.574 -0.015 0.908
P -1.349 2.939 1.428 -0.875 2.338 -0.025
N -0.968 4.290 0.466 -1.273 -0.840 0.877
C -1.655 4.706 -0.769 -0.170 -1.185 0.315
C 0.363 4.811 0.622 0.622 0.280 0.008
N -0.990 3.435 3.057 0.033 0.169 -1.249
C -1.484 4.648 3.808 -0.389 -1.170 -1.005
C -0.223 2.555 3.900 0.750 -0.054 -0.276
N -3.035 2.823 1.513 0.518 1.339 -1.976
C -3.911 3.999 1.289 1.095 -0.264 0.922
C -3.602 1.576 1.894 -0.588 -0.313 1.338
H -2.396 3.953 -1.038 -0.096 0.077 0.144
H -0.976 4.696 -1.622 0.259 0.228 0.161
H -2.173 5.659 -0.669 0.197 0.200 0.072
H 0.917 4.687 -0.309 0.081 0.032 -0.077
H 0.940 4.280 1.379 -0.164 -0.018 0.036
H 0.327 5.867 0.889 0.115 0.207 0.004
H -2.337 4.344 4.414 -0.181 -0.069 0.108
H -0.744 5.032 4.510 0.383 -0.142 -0.320
H -1.835 5.465 3.177 0.292 -0.167 -0.277
H -0.608 2.545 4.920 -0.186 -0.162 -0.009
H -0.209 1.550 3.478 0.048 -0.105 0.173
H 0.800 2.931 3.925 0.350 -0.236 0.320
H -4.707 3.996 2.034 -0.277 -0.188 -0.210
H -3.326 4.890 1.516 0.015 0.082 -0.096
H -4.274 4.133 0.270 -0.267 -0.374 0.015
H -4.084 1.661 2.868 -0.016 0.247 0.578
H -2.812 0.845 2.066 -0.117 -0.165 -0.541
H -4.445 1.211 1.307 0.446 -0.105 -0.864
O -1.477 -0.152 -0.999 -0.252 -0.089 -0.635
P -2.803 -0.717 -1.409 -2.413 -0.661 -1.060
N -3.383 -1.953 -0.331 -0.248 1.397 -2.784
C -2.725 -3.209 -0.415 1.662 -1.286 -0.074
C -4.008 -1.661 0.921 0.183 1.127 0.779
N -2.991 -1.353 -3.031 2.659 -0.372 1.208
C -2.477 -0.568 -4.150 0.679 0.387 0.855
C -4.079 -2.184 -3.465 -0.266 0.339 1.033
N -4.041 0.462 -1.563 -0.180 -0.198 0.426
C -5.481 0.123 -1.487 0.989 -0.895 0.714
C -3.784 1.861 -1.911 1.348 -0.418 1.043
H -3.277 -4.090 -0.086 -0.886 0.300 -0.137
H -1.843 -3.263 0.224 0.395 0.317 0.082
H -2.373 -3.414 -1.426 -0.033 0.095 -0.077
H -4.202 -2.570 1.491 -0.094 -0.065 -0.303
H -4.927 -1.090 0.785 -0.138 -0.205 0.064
H -3.345 -1.042 1.526 0.014 -0.137 0.303
H -3.184 0.213 -4.431 -0.203 0.111 -0.285
H -1.535 -0.083 -3.896 0.015 0.127 0.213
H -2.249 -1.210 -5.001 -0.242 -0.111 -0.005
H -4.206 -2.990 -2.741 -0.248 -0.231 -0.328
H -4.979 -1.570 -3.481 -0.497 -0.244 -0.332
H -3.863 -2.531 -4.475 -0.069 -0.299 0.176
H -6.100 0.579 -2.260 0.332 0.034 -0.161
H -5.577 -0.962 -1.505 -0.109 -0.024 -0.407
H -5.909 0.353 -0.510 -0.065 0.649 0.152
H -2.722 2.039 -2.085 0.332 -0.367 0.246
H -4.016 2.406 -0.997 -0.423 0.799 -0.497
H -4.201 2.220 -2.852 -0.847 -0.221 0.236
C 3.374 0.520 -4.539 -0.515 0.362 0.075
N 3.566 -0.185 -3.231 -1.368 -0.545 2.080
O 4.319 -1.142 -3.124 -0.446 1.098 -0.541
O 2.858 0.237 -2.284 1.690 -0.475 -1.785
H 2.502 1.156 -4.386 0.242 0.154 0.101
H 3.128 -0.163 -5.352 0.406 -0.362 0.364
H 4.268 1.101 -4.767 -0.052 -0.169 0.116
```
Forces are in eV/Å.

The calculation puts the total energy at -115644.91125 eV. The calculation puts the highest occupied orbital energy at -0.297 Eh. For the frontier orbital gap, the calculation gives 8.452 eV. For the molar mass, the calculation gives 914.53 g mol⁻¹. The value obtained for the relative energy (zero: lowest compared OMol25 entry of this formula, charge and spin) is 111.1 kcal/mol. For the strongest force on any atom, the calculation gives 3.1 eV/A.



2.
Density functional theory data (ωB97M-V/def2-TZVPD) for a 11-piece molecular cluster, C20H60ClO10 overall at a distorted geometry.

The geometry in XYZ format:
```
91
Properties=species:S:1:pos:R:3:forces:R:3
Cl -0.366 -0.391 0.124 0.042 -0.344 -0.309
C 3.899 -0.424 1.791 -0.297 -0.278 -0.196
C 3.774 -0.832 0.325 0.104 -0.052 0.794
O 3.288 0.243 -0.447 0.245 0.104 -0.620
H 4.110 -1.349 2.328 0.066 0.226 0.474
H 2.993 0.050 2.171 -0.311 -0.433 -0.098
H 4.656 0.340 1.963 0.376 -0.311 -0.218
H 3.099 -1.671 0.159 -0.100 -0.177 0.526
H 4.745 -1.191 -0.016 0.231 0.335 -0.370
H 2.365 0.011 -0.574 -0.578 0.554 -0.169
C -3.617 -1.258 4.070 -0.972 -0.016 0.072
C -2.876 -1.578 2.742 0.334 2.026 0.902
O -3.203 -0.517 1.823 -1.488 -0.476 0.310
H -3.553 -1.875 4.966 1.185 -0.644 -0.288
H -4.699 -1.339 3.974 -0.265 0.257 -0.806
H -3.460 -0.250 4.453 0.360 0.135 -0.478
H -3.102 -2.578 2.370 0.069 -0.014 -0.072
H -1.814 -1.356 2.847 0.376 -1.192 0.543
H -2.744 -0.671 0.995 0.575 0.009 -0.197
C -2.697 4.380 0.428 -0.413 1.696 0.119
C -2.378 2.931 0.392 0.128 -1.383 -0.641
O -0.995 2.792 0.175 0.375 0.887 0.048
H -3.496 4.660 1.114 -0.045 -0.274 0.222
H -3.006 4.820 -0.520 0.002 -0.403 -0.366
H -1.831 4.987 0.694 0.190 -0.307 0.319
H -2.918 2.432 -0.413 -0.228 0.067 -0.399
H -2.715 2.361 1.257 0.098 0.289 0.598
H -0.724 1.895 -0.036 -0.173 -0.616 0.064
C -3.079 0.420 -2.857 -0.372 1.083 0.338
C -2.064 1.580 -3.103 -0.200 -2.245 2.068
O -1.282 1.361 -4.203 0.393 0.697 -2.472
H -2.687 -0.597 -2.837 0.549 0.207 -0.196
H -3.924 0.435 -3.545 -0.009 0.079 -0.152
H -3.459 0.601 -1.852 -0.320 -0.125 0.123
H -1.365 1.497 -2.270 -0.277 0.523 0.717
H -2.547 2.556 -3.055 0.069 -0.021 -0.499
H -0.736 0.591 -4.030 0.277 -0.323 0.068
C 2.412 -1.933 -3.657 0.876 -0.616 -0.354
C 0.928 -2.198 -3.636 0.477 1.925 0.465
O 0.443 -0.881 -3.292 -1.096 -0.121 -0.528
H 2.642 -1.186 -4.416 -0.331 -0.109 -0.411
H 2.972 -2.831 -3.918 0.322 -0.060 0.215
H 2.803 -1.423 -2.777 -0.219 -0.591 0.452
H 0.513 -2.849 -2.866 0.514 -0.580 -0.247
H 0.616 -2.483 -4.641 -0.404 -0.080 0.103
H 0.068 -0.981 -2.414 -0.238 0.487 0.596
C 2.142 2.516 -3.206 0.787 0.051 -0.067
C 1.864 2.643 -4.660 0.546 -0.967 -1.540
O 3.031 3.069 -5.391 0.345 0.474 -0.013
H 2.981 1.868 -2.951 -0.181 -0.694 -0.469
H 1.235 2.121 -2.748 0.138 0.639 0.634
H 2.594 3.459 -2.898 -1.001 0.428 0.672
H 1.029 3.300 -4.901 -0.069 0.102 0.301
H 1.676 1.683 -5.141 -0.829 -0.351 0.551
H 3.032 2.526 -6.182 0.235 0.267 -0.010
C -4.393 -3.514 -1.165 1.795 -0.897 -0.435
C -5.212 -3.740 0.072 -1.516 0.822 -0.329
O -5.672 -5.083 0.107 0.222 -0.593 0.233
H -4.888 -3.247 -2.099 -0.458 0.334 0.441
H -3.911 -4.460 -1.413 -0.079 -0.401 0.054
H -3.500 -2.901 -1.039 -0.351 0.614 0.220
H -6.107 -3.125 -0.025 -0.153 0.371 0.153
H -4.798 -3.458 1.041 0.700 0.000 -0.270
H -5.839 -5.285 1.030 -0.127 -0.197 -0.057
C 5.794 2.746 0.896 0.899 -1.077 0.102
C 4.771 3.576 0.224 -1.445 -0.688 0.951
O 3.490 2.931 0.541 0.716 2.297 -0.169
H 5.623 2.539 1.953 -0.431 0.500 0.079
H 6.802 3.156 0.834 0.194 -0.241 -0.392
H 5.664 1.771 0.425 0.882 -0.274 -0.089
H 4.950 3.653 -0.849 -0.104 -0.144 -0.151
H 4.851 4.581 0.636 -0.907 0.142 0.016
H 3.488 2.010 0.269 0.204 -0.437 -0.437
C 0.667 1.501 5.121 -1.382 -0.314 -1.058
C -0.238 0.945 4.001 0.070 -0.047 -0.725
O -0.341 1.918 2.970 0.174 0.597 0.628
H 0.105 2.320 5.572 0.301 0.202 0.118
H 1.558 1.873 4.616 0.178 -0.076 0.440
H 0.831 0.736 5.879 0.358 0.057 -0.085
H -1.249 0.689 4.316 -0.100 -0.011 0.618
H 0.156 0.049 3.523 0.417 -0.343 0.351
H -0.915 1.583 2.277 0.102 -0.126 -0.258
C 0.148 -4.308 1.555 -0.685 0.075 -0.429
C 0.676 -3.556 2.789 -0.410 -1.003 -1.054
O 1.223 -2.350 2.284 0.164 -0.613 1.114
H 0.869 -4.313 0.738 0.313 -0.181 0.225
H -0.691 -3.744 1.147 -0.099 0.463 -0.014
H -0.311 -5.294 1.637 0.463 -0.289 0.608
H 1.395 -4.161 3.342 0.489 0.321 -0.175
H -0.159 -3.426 3.478 -0.161 0.468 0.166
H 0.589 -2.097 1.609 -0.100 0.940 -0.499
```
Forces are in eV/Å.

The calculation puts the total energy at -54709.87654 eV. The calculation puts the highest occupied orbital energy at -0.243 Eh. For the frontier orbital gap, the calculation gives 8.996 eV. For the molar mass, the calculation gives 496.14 g mol⁻¹. As for the net charge: -1. For the strongest force on any atom, the calculation gives 3.1 eV/A.



3.
Density functional theory data (ωB97M-V/def2-TZVPD) for C20H60F4N2O18S4V as an isolated structure at a distorted geometry.

The geometry in XYZ format:
```
109
Properties=species:S:1:pos:R:3:forces:R:3
V 0.659 2.381 -0.710 0.434 1.111 0.823
N 0.059 3.367 -2.385 -3.550 -0.095 -3.739
S 0.287 4.722 -3.153 5.360 6.316 0.744
O -0.475 5.857 -2.673 -0.457 -1.764 -1.170
O 0.850 4.744 -4.498 -1.891 -0.914 1.841
F 1.628 4.995 -2.278 0.555 -0.161 0.061
S -1.312 2.960 -3.386 -2.961 -4.061 1.581
O -0.929 2.469 -4.670 0.029 1.194 0.457
O -2.582 3.625 -3.139 2.735 -0.170 -0.531
F -1.539 1.577 -2.589 0.168 0.310 0.297
N 0.528 0.390 -0.171 -0.830 -1.314 4.801
S 0.491 -0.664 1.179 0.422 0.862 7.102
O 1.828 -1.033 1.688 -3.039 0.665 -1.710
O -0.642 -1.578 1.357 2.404 2.079 -0.973
F 0.135 0.601 2.148 0.049 -0.779 -0.330
S 0.712 -0.809 -1.059 2.547 -5.101 -10.042
O -0.422 -1.653 -1.391 1.212 0.792 1.728
O 2.068 -1.375 -1.120 -2.487 0.564 1.309
F 0.745 0.042 -2.380 0.084 1.353 -1.229
C 0.638 -1.296 5.128 0.193 0.002 -0.155
C 1.819 -0.380 5.519 -1.199 -1.230 0.243
O 1.397 0.411 6.608 0.087 1.315 0.069
H 0.919 -2.083 4.429 0.074 -0.047 0.026
H -0.207 -0.761 4.694 0.244 0.402 -0.219
H 0.187 -1.744 6.013 0.340 -0.293 0.189
H 2.104 0.235 4.666 0.023 0.272 0.278
H 2.679 -0.954 5.866 0.175 -0.270 -0.446
H 1.114 -0.158 7.327 0.032 -0.135 -0.085
C -2.945 -3.808 -1.778 0.439 -0.646 -1.156
C -3.474 -4.456 -3.107 -0.981 0.858 2.310
O -3.328 -5.864 -3.135 0.912 -0.027 -0.396
H -1.899 -4.081 -1.638 0.088 0.011 0.047
H -3.483 -4.097 -0.875 -0.213 -0.133 -0.234
H -2.969 -2.723 -1.884 -0.119 0.011 0.035
H -3.044 -3.931 -3.960 0.059 -0.210 -0.086
H -4.556 -4.333 -3.057 -0.196 0.743 -0.533
H -3.375 -6.052 -4.076 0.023 -0.592 0.013
C 4.170 -2.941 3.280 0.994 -0.156 -2.370
C 4.396 -3.730 1.926 -1.164 0.184 0.757
O 4.144 -5.080 2.216 -0.052 -1.335 0.420
H 4.964 -3.201 3.981 -0.279 -0.058 0.154
H 3.161 -3.112 3.655 0.224 -0.115 0.005
H 4.286 -1.901 2.974 -0.107 0.274 0.462
H 5.366 -3.662 1.434 0.376 0.546 0.499
H 3.666 -3.440 1.170 -0.116 0.650 0.075
H 3.772 -5.528 1.454 0.092 0.059 -0.004
C -1.742 3.339 4.263 0.566 0.281 -0.111
C -1.595 4.747 3.736 -0.523 0.400 0.155
O -2.249 4.849 2.449 0.528 -0.636 0.164
H -1.154 3.305 5.180 -0.135 -0.210 0.172
H -1.260 2.650 3.569 -0.190 -0.222 0.002
H -2.772 3.052 4.472 0.084 0.023 -0.140
H -0.542 5.026 3.715 0.221 -0.112 -0.562
H -2.014 5.444 4.463 -0.451 0.133 -0.151
H -2.398 5.745 2.139 0.165 0.238 0.351
C 2.401 3.319 2.937 -0.873 0.207 1.447
C 2.659 3.223 1.466 0.991 0.314 1.524
O 1.618 3.843 0.709 0.157 -0.779 -0.394
H 3.103 2.732 3.530 0.011 -0.220 -0.202
H 1.387 3.034 3.218 -0.053 -0.556 -0.197
H 2.461 4.320 3.365 0.306 0.371 -0.435
H 2.832 2.170 1.247 -0.387 0.054 -0.713
H 3.585 3.788 1.353 0.220 -0.250 -0.796
H 1.849 4.775 0.743 -0.504 0.293 -0.582
C 1.592 -3.242 -3.732 -0.275 -0.961 0.166
C 1.602 -4.255 -2.578 1.337 0.536 0.572
O 2.991 -4.570 -2.303 -0.024 0.037 -0.415
H 2.160 -2.326 -3.567 -0.115 -0.142 0.497
H 0.552 -3.004 -3.952 0.065 0.152 -0.138
H 2.048 -3.722 -4.598 -0.140 -0.050 -0.144
H 1.075 -5.186 -2.792 -0.235 0.124 -0.380
H 1.216 -3.846 -1.644 -0.461 0.237 -0.212
H 3.043 -5.173 -1.558 -0.139 -0.021 -0.006
C -3.484 2.447 0.484 0.465 -0.011 0.313
C -2.056 1.917 0.783 -3.038 0.425 -0.093
O -1.148 2.967 0.426 0.919 -1.591 -0.509
H -4.254 1.790 0.890 0.089 -0.385 -0.438
H -3.567 2.613 -0.590 -0.352 -0.057 0.068
H -3.676 3.377 1.020 0.304 0.209 -0.130
H -1.955 1.019 0.173 0.718 0.219 0.047
H -2.059 1.664 1.843 0.712 -0.003 -0.085
H -1.378 3.698 1.004 0.065 0.798 0.354
C 3.987 0.688 -3.247 -0.716 0.037 0.139
C 2.985 1.826 -2.983 1.036 -0.470 -1.861
O 2.756 1.943 -1.578 -1.236 0.306 -0.029
H 4.803 0.774 -2.529 0.278 -0.042 -0.170
H 4.364 0.692 -4.270 0.104 0.315 0.078
H 3.530 -0.292 -3.107 -0.093 0.063 0.238
H 2.086 1.702 -3.585 -0.443 -0.393 0.834
H 3.362 2.748 -3.425 0.344 0.371 0.574
H 3.618 2.087 -1.180 -0.027 0.023 0.286
C -4.074 -1.051 1.989 0.159 -0.220 -0.776
C -3.246 -1.191 3.229 0.133 0.118 -0.348
O -4.104 -1.431 4.322 0.074 -0.221 0.621
H -4.766 -0.212 2.076 0.004 -0.040 -0.015
H -4.640 -1.963 1.797 -0.165 -0.004 0.104
H -3.431 -0.926 1.117 0.029 0.223 -0.134
H -2.670 -0.279 3.384 0.035 0.073 0.317
H -2.544 -2.022 3.163 0.247 0.099 -0.281
H -4.144 -2.390 4.321 -0.475 -0.040 0.516
C -1.703 -1.253 -4.780 0.361 -0.162 0.293
C -1.976 -0.509 -6.060 -0.063 -0.400 -0.284
O -3.157 -1.117 -6.592 -0.380 0.191 0.071
H -2.626 -1.320 -4.204 -0.076 -0.127 -0.061
H -0.968 -0.803 -4.112 0.086 0.276 -0.261
H -1.332 -2.250 -5.018 -0.232 -0.135 0.098
H -1.207 -0.672 -6.816 0.503 0.206 0.242
H -2.078 0.561 -5.883 -0.244 0.062 -0.089
H -3.288 -0.820 -7.496 -0.001 0.077 -0.019
```
Forces are in eV/Å.

As for the spin multiplicity: 4. The calculation puts the total energy at -141439.97446 eV. The calculation puts the highest occupied orbital energy (spin up / spin down) at -0.356 / -0.358 Eh. For the frontier orbital gap (spin up / spin down), the calculation gives 8.202 / 8.298 eV. Its expectation value of S² is 3.754. For the molar mass, the calculation gives 871.90 g mol⁻¹. The value obtained for the relative energy (zero: lowest compared OMol25 entry of this formula, charge and spin) is 72.1 kcal/mol. For the strongest force on any atom, the calculation gives 11.5 eV/A.